No. 1
This record from the OMol25 dataset describes a structure of composition C16H14BClO2Pd. The level of theory is ωB97M-V/def2-TZVPD.

## Properties
Spin multiplicity: 3
HOMO-LUMO gap (alpha / beta): 4.89 / 5.18 eV
Charge: -2
⟨S²⟩: 2.014
Highest occupied orbital energy (alpha / beta): -0.0027 / -0.0141 hartree
Maximum force: 2.90 eV/Å

Positions of all 35 atoms, in Å:
C1 -2.6624 1.2937 -1.6339
C2 -1.5817 1.5259 -2.5150
C3 -0.5628 2.1776 -1.7810
H1 -1.5437 1.2606 -3.5584
C4 -1.0009 2.3118 -0.4449
C5 -2.3037 1.7731 -0.3618
H2 -2.8932 1.6811 0.5349
H3 -3.5717 0.7700 -1.8750
H4 0.4054 2.4572 -2.1580
H5 -0.4364 2.7365 0.3685
Pd1 -0.8005 0.0394 -0.9220
Cl1 -2.0397 -1.6349 -0.1287
C6 4.0276 -1.8117 -2.9488
C7 4.6267 -0.6683 -2.3841
C8 4.5335 0.3801 -3.3212
H6 5.0803 -0.6057 -1.4006
C9 3.8768 -0.1156 -4.4652
C10 3.5643 -1.4702 -4.2352
H7 3.0558 -2.1337 -4.9268
H8 3.9381 -2.7842 -2.4762
H9 4.9029 1.3912 -3.1857
H10 3.6517 0.4468 -5.3652
O1 -1.0771 0.9089 2.0724
B1 -0.3141 0.0040 1.2375
O2 -0.2082 -1.2690 1.9331
C11 -0.9794 -1.1087 3.0241
C12 -1.3219 -2.0764 3.9695
C13 -2.2067 -1.7106 5.0037
C14 -2.7200 -0.3984 5.0739
C15 -2.3528 0.5572 4.1147
C16 -1.4827 0.1639 3.1000
H11 -0.9392 -3.0855 3.8990
H12 -2.5065 -2.4420 5.7429
H13 -3.4064 -0.1263 5.8671
H14 -2.7517 1.5622 4.1463

***

No. 2
This record from the OMol25 dataset describes a structure of composition C5H2Cl2O2. The level of theory is ωB97M-V/def2-TZVPD.

## Properties
Spin multiplicity: 3
HOMO-LUMO gap (alpha / beta): 6.84 / 6.41 eV
⟨S²⟩: 2.012
Highest occupied orbital energy (alpha / beta): -0.2301 / -0.3591 hartree
Maximum force: 10.06 eV/Å

Positions of all 11 atoms, in Å:
C1 0.4136 0.7242 0.7419
C2 0.5856 -0.5919 0.7614
C3 0.8265 1.3148 -2.3884
C4 -0.9586 0.5232 0.2000
C5 -0.8082 -0.9739 0.4142
O1 0.7712 0.2807 -1.9371
O2 -1.8053 1.0786 -0.4473
Cl1 1.3293 2.0679 1.2253
Cl2 1.8925 -1.6204 0.9348
H1 -0.7672 -1.3642 -0.5177
H2 -1.4794 -1.4390 1.0128

***

No. 3
This record from the OMol25 dataset describes a structure of composition C22H25BaINO. The level of theory is ωB97M-V/def2-TZVPD.

## Properties
HOMO-LUMO gap: 5.35 eV
Energy above the lowest of the compared OMol25 structures with the same formula, charge and spin: 2.5 kcal per mole
Charge: -1
Highest occupied orbital energy: -0.1383 hartree
Maximum force: 2.00 eV/Å

Positions of all 51 atoms, in Å:
C1 2.3831 0.1160 3.1022
C2 2.3767 -0.6025 1.8873
C3 2.0239 0.2990 0.8503
H1 2.5506 -1.6429 1.7738
C4 1.8301 1.5714 1.4247
C5 2.0597 1.4551 2.8215
H2 1.5934 2.4961 0.8934
C6 -1.4292 -1.7327 3.5165
C7 -0.2724 -2.3921 3.0113
C8 -0.3911 -2.3805 1.6040
H3 0.5352 -2.7541 3.5930
C9 -1.5467 -1.6924 1.2177
C10 -2.2014 -1.3345 2.4013
H4 1.9678 0.0462 -0.1925
H5 1.9628 2.2580 3.5551
H6 2.5601 -0.3053 4.0743
H7 -3.1592 -0.7795 2.4692
H8 0.3515 -2.7807 0.9190
H9 -1.6525 -1.5470 4.5727
Ba1 -0.7306 1.0249 2.6784
C11 -2.0240 -1.3903 -0.1817
C12 -3.5385 -1.6185 -0.1965
C13 -1.3069 -2.2960 -1.1829
H10 -3.7541 -2.6353 0.1473
H11 -3.9228 -1.4776 -1.2046
H12 -4.0388 -0.9097 0.4659
H13 -1.4777 -3.3474 -0.9382
H14 -0.2288 -2.1136 -1.2027
H15 -1.6930 -2.1033 -2.1836
C14 -1.6791 0.0871 -0.5178
C15 -2.1940 0.6151 -1.8530
H16 -0.5854 0.1964 -0.5323
H17 -2.0832 0.7867 0.2418
O1 -3.1115 0.1118 -2.4947
N1 -1.5869 1.7486 -2.3396
C16 -0.4223 2.4389 -1.8041
H18 -1.9638 2.0919 -3.2080
C17 0.8924 1.8503 -2.2722
C18 2.0765 2.4842 -1.8815
H19 2.0048 3.3713 -1.2573
C19 3.3123 1.9818 -2.2768
H20 4.2229 2.4877 -1.9577
C20 3.3760 0.8371 -3.0788
H21 4.3396 0.4495 -3.3964
C21 2.1950 0.2018 -3.4728
H22 2.2263 -0.6910 -4.1015
C22 0.9601 0.7102 -3.0740
H23 0.0352 0.2238 -3.3967
H24 -0.4722 2.4377 -0.7074
H25 -0.4851 3.4980 -2.0913
I1 0.1152 0.6506 5.7761

***

No. 4
This record from the OMol25 dataset describes an isolated molecule of C3H2FN. The level of theory is ωB97M-V/def2-TZVPD.

## Properties
HOMO-LUMO gap: 9.09 eV
Energy above the lowest of the compared OMol25 structures with the same formula, charge and spin: 63.5 kcal per mole
Highest occupied orbital energy: -0.3386 hartree
Maximum force: 1.95 eV/Å

Positions of all 7 atoms, in Å:
C1 0.1895 -0.5443 -0.5100
C2 -0.8544 -0.3709 0.2977
C3 0.5553 0.8426 -0.0330
N1 -0.4260 1.0387 0.7239
F1 1.5649 1.6560 -0.3315
H1 0.4721 -1.5087 -0.8489
H2 -1.5013 -1.1134 0.7018

***

No. 5
This record from the OMol25 dataset describes a cluster of 4 separate species, C45H95N2O14P3 in total. The level of theory is ωB97M-V/def2-TZVPD.

## Properties
HOMO-LUMO gap: 7.52 eV
Energy above the lowest of the compared OMol25 structures with the same formula, charge and spin: 139.8 kcal per mole
Highest occupied orbital energy: -0.3392 hartree
SMILES string: C#CCCC[C@]1(N)C(=O)N[C@H](CCCCCCCCCCCCCC)[C@@H]1CCOCC.CCOP(=O)(OCC)OCC.CCOP(=O)(OCC)OCC.CCOP(=O)(OCC)OCC
Maximum force: 9.07 eV/Å

Positions of all 159 atoms, in Å:
C1 5.9037 -7.4959 7.4941
C2 5.2946 -7.6797 6.4611
C3 4.2468 -7.8040 5.2920
C4 3.1264 -6.6506 5.4949
C5 1.7305 -7.3749 5.7170
C6 0.5449 -6.3303 5.8180
N1 1.0531 -5.3990 6.9153
C7 -0.8565 -6.8334 6.4614
O1 -0.8667 -7.6234 7.3802
N2 -1.9467 -6.1519 5.7811
C8 -1.3016 -4.9695 5.1458
C9 -2.1679 -3.9954 4.2457
C10 -1.8885 -2.4622 4.5604
C11 -1.1605 -1.6877 3.3458
C12 -1.6911 -0.1873 3.3565
C13 -0.5483 0.9259 3.4314
C14 -0.9037 2.1611 2.4552
C15 -1.0599 3.5039 3.3093
C16 0.2988 4.0298 3.9311
C17 1.3344 4.4449 2.7788
C18 2.5537 5.1758 3.5124
C19 3.3261 6.0762 2.4593
C20 4.3109 7.1356 3.1331
C21 5.1265 6.5583 4.3705
C22 4.3925 6.7391 5.7737
C23 -0.0060 -5.6509 4.4882
C24 -0.4691 -6.7935 3.4688
C25 0.4361 -6.8813 2.1621
O2 0.7140 -8.2974 1.9327
C26 -0.2407 -8.8426 1.0028
C27 0.0272 -10.3869 0.7307
H1 6.1671 -7.3068 8.5643
H2 4.7662 -7.7178 4.2997
H3 3.7129 -8.7876 5.4105
H4 3.1136 -5.9655 4.5976
H5 3.4576 -6.0983 6.4271
H6 1.5277 -8.1480 4.9070
H7 1.8296 -7.9615 6.6813
H8 0.2929 -5.2522 7.5896
H9 1.1575 -4.4810 6.4484
H10 -2.5684 -6.7200 5.2030
H11 -1.0843 -4.3189 6.0527
H12 -2.0903 -4.2046 3.1372
H13 -3.2553 -4.1950 4.5207
H14 -2.8895 -1.9820 4.8012
H15 -1.2368 -2.2831 5.4662
H16 -0.0396 -1.7257 3.5189
H17 -1.3872 -2.1865 2.3576
H18 -2.4062 0.0364 4.2110
H19 -2.2705 -0.0252 2.4008
H20 0.4923 0.5377 3.2526
H21 -0.5777 1.3712 4.4792
H22 -1.8926 2.0127 1.9285
H23 -0.0865 2.2380 1.6847
H24 -1.8532 3.3940 4.1172
H25 -1.4503 4.2840 2.5806
H26 0.8290 3.2336 4.5477
H27 0.0595 4.9377 4.5659
H28 1.6930 3.5451 2.1995
H29 0.8480 5.1585 2.0364
H30 2.1148 5.7703 4.3704
H31 3.3015 4.4545 3.9540
H32 2.5486 6.6629 1.8870
H33 3.8433 5.3756 1.7393
H34 5.0685 7.4198 2.3306
H35 3.7740 8.1060 3.3869
H36 6.0973 7.1501 4.4269
H37 5.4479 5.4854 4.1944
H38 5.0459 7.2190 6.5660
H39 3.4938 7.4103 5.6379
H40 4.0065 5.7235 6.0922
H41 0.7471 -4.9535 3.9981
H42 -1.5240 -6.5269 3.1377
H43 -0.5592 -7.8096 3.9686
H44 -0.1552 -6.5255 1.2700
H45 1.4253 -6.3588 2.2811
H46 -1.2977 -8.7219 1.3941
H47 -0.2042 -8.2969 0.0072
H48 -0.9132 -10.8845 0.3473
H49 0.3254 -10.9393 1.6686
H50 0.8368 -10.5425 -0.0493
C28 2.6491 6.0651 -1.5491
C29 1.2822 5.6000 -2.0140
O3 1.3840 4.5579 -2.9767
P1 1.6967 3.0037 -2.4784
O4 0.6062 2.9332 -1.4226
O5 0.8661 2.1382 -3.6266
C30 0.0686 1.0233 -3.2171
C31 -1.3999 1.4023 -3.2201
O6 3.0305 2.9397 -3.5043
C32 2.9496 3.4366 -4.8455
C33 3.8199 4.6694 -4.9909
H51 3.2803 5.2194 -1.2594
H52 2.5534 6.7452 -0.7006
H53 3.1665 6.6007 -2.3477
H54 0.6752 5.2948 -1.1589
H55 0.7561 6.4320 -2.4899
H56 0.3812 0.6618 -2.2354
H57 0.2406 0.2116 -3.9281
H58 -1.5764 2.3505 -2.7100
H59 -2.0033 0.6292 -2.7372
H60 -1.7551 1.5313 -4.2453
H61 1.9219 3.6592 -5.1361
H62 3.3096 2.6486 -5.5108
H63 3.7379 5.3222 -4.1239
H64 3.5465 5.2349 -5.8845
H65 4.8733 4.3886 -5.0733
C34 -6.2647 7.4691 -6.7338
C35 -5.1938 6.4504 -6.3914
O7 -4.0952 7.0496 -5.7162
P2 -4.2128 7.4001 -4.0973
O8 -4.6955 6.0297 -3.6546
O9 -2.6378 7.1768 -3.6231
C36 -2.3700 6.4653 -2.4121
C37 -1.9081 5.0554 -2.7288
O10 -3.8121 9.0061 -4.4106
C38 -2.7467 9.3348 -5.3094
C39 -3.3076 9.9994 -6.5513
H66 -6.5275 8.0789 -5.8642
H67 -7.1632 6.9721 -7.1043
H68 -5.9147 8.1474 -7.5146
H69 -5.6202 5.6331 -5.8068
H70 -4.8035 6.0074 -7.3116
H71 -3.2482 6.4574 -1.7633
H72 -1.5808 7.0005 -1.8775
H73 -2.5587 4.5665 -3.4577
H74 -1.8768 4.4424 -1.8239
H75 -0.9111 5.0743 -3.1699
H76 -2.1569 8.4578 -5.5799
H77 -2.0787 10.0252 -4.7896
H78 -4.2218 9.5137 -6.8873
H79 -2.5793 9.9804 -7.3650
H80 -3.5639 11.0423 -6.3465
C40 -3.5326 -3.7913 -4.9601
C41 -3.0095 -4.6549 -3.8278
O11 -1.7649 -5.2583 -4.1588
P3 -0.3658 -4.3695 -4.0645
O12 -0.5831 -3.8466 -2.6547
O13 0.7172 -5.5518 -3.6318
C42 1.6726 -5.2759 -2.6056
C43 1.2502 -5.9426 -1.3100
O14 -0.0150 -4.7398 -5.6690
C44 -0.1814 -6.0722 -6.1687
C45 -1.3142 -6.1063 -7.1756
H81 -2.7633 -3.1044 -5.3258
H82 -4.3992 -3.2134 -4.6336
H83 -3.8452 -4.4105 -5.8033
H84 -2.9348 -4.0711 -2.9083
H85 -3.7171 -5.4642 -3.6287
H86 1.8010 -4.1999 -2.4728
H87 2.6360 -5.6768 -2.9292
H88 0.2002 -5.7506 -1.0766
H89 1.8621 -5.5943 -0.4739
H90 1.3555 -7.0273 -1.3903
H91 -0.3633 -6.7884 -5.3662
H92 0.7537 -6.3611 -6.6534
H93 -2.1567 -5.4982 -6.8517
H94 -1.6601 -7.1297 -7.3370
H95 -0.9864 -5.7010 -8.1366

***

No. 6
This record from the OMol25 dataset describes an isolated molecule of C20H20N2O2S2. The level of theory is ωB97M-V/def2-TZVPD.

## Properties
HOMO-LUMO gap: 9.29 eV
Energy above the lowest of the compared OMol25 structures with the same formula, charge and spin: 0.0 kcal per mole
Highest occupied orbital energy: -0.3240 hartree
SMILES string: O=C(Cc1cccs1)NCc1cccc(CNC(=O)Cc2cccs2)c1
Maximum force: 0.73 eV/Å

Positions of all 46 atoms, in Å:
O1 -4.7007 -0.8369 0.7980
C1 -3.6189 -0.8192 1.3378
C2 -2.7839 -2.0857 1.5664
C3 -1.8057 -2.0962 0.4412
C4 -1.9940 -2.5542 -0.8253
C5 -0.8998 -2.2942 -1.6813
C6 0.1041 -1.6284 -1.0620
S1 -0.2636 -1.3071 0.5877
N1 -2.9936 0.3095 1.7467
C7 -3.2939 1.5921 1.1268
C8 -2.3893 1.7231 -0.0720
C9 -2.7954 1.2572 -1.3164
C10 -1.9040 1.2350 -2.3737
C11 -0.5987 1.6618 -2.1954
C12 -0.1816 2.1317 -0.9584
C13 1.2474 2.5408 -0.7086
N2 1.9681 1.4990 -0.0004
C14 2.0875 1.4834 1.3411
O2 1.6525 2.3549 2.0619
C15 2.8291 0.2664 1.9080
C16 3.6570 -0.4787 0.9256
C17 3.4233 -1.7053 0.3822
C18 4.4132 -2.1023 -0.5464
C19 5.3864 -1.1710 -0.6984
S2 5.1207 0.2125 0.2912
C20 -1.0829 2.1573 0.0973
H1 -2.2835 -2.0562 2.5341
H2 -3.4375 -2.9559 1.5086
H3 -2.8892 -3.0614 -1.1360
H4 -0.8672 -2.5912 -2.7140
H5 1.0469 -1.3140 -1.4629
H6 -2.0466 0.2244 2.0896
H7 -3.1193 2.3876 1.8539
H8 -4.3451 1.5733 0.8359
H9 -3.8055 0.8994 -1.4475
H10 -2.2233 0.8703 -3.3386
H11 0.0971 1.6301 -3.0219
H12 1.2767 3.4276 -0.0703
H13 1.7662 2.7477 -1.6479
H14 2.2611 0.6895 -0.5249
H15 2.0701 -0.4015 2.3245
H16 3.4397 0.6347 2.7357
H17 2.5754 -2.3129 0.6447
H18 4.3962 -3.0406 -1.0712
H19 6.2529 -1.2057 -1.3280
H20 -0.7484 2.5096 1.0626

***

No. 7
This record from the OMol25 dataset describes a structure of composition C10H14Br24ClN2. The level of theory is ωB97M-V/def2-TZVPD.

## Properties
HOMO-LUMO gap: 5.33 eV
Energy above the lowest of the compared OMol25 structures with the same formula, charge and spin: 0.0 kcal per mole
Charge: -1
Highest occupied orbital energy: -0.1459 hartree
Maximum force: 1.19 eV/Å

Positions of all 51 atoms, in Å:
N1 -3.7807 -3.2499 -3.6089
C1 -3.5119 -3.0133 -2.1861
C2 -2.8417 -1.6882 -1.8552
N2 -1.4170 -1.6480 -1.8392
Cl1 -0.8888 -1.6577 -3.5583
H1 -3.0171 -3.7688 -4.0132
H2 -3.8041 -2.3585 -4.0830
H3 -2.8856 -3.7965 -1.7960
H4 -4.4486 -3.0729 -1.6444
H5 -3.1282 -1.4270 -0.8429
H6 -3.2953 -0.9389 -2.5227
C3 2.2997 -1.4749 -1.5642
Br1 1.6444 -0.1647 -0.3442
Br2 3.9477 -0.9921 -2.4320
Br3 2.3957 -3.1742 -0.6923
H7 1.5313 -1.5442 -2.3295
C4 2.9818 3.3480 0.0208
Br4 2.5915 4.7168 1.3210
Br5 2.5054 3.8755 -1.7532
Br6 4.8097 2.7762 0.1420
H8 2.3687 2.4945 0.2703
C5 1.9774 -5.9884 -3.9373
Br7 1.1422 -7.7217 -4.0494
Br8 0.7490 -4.6175 -3.4131
Br9 3.5363 -6.0353 -2.7905
H9 2.3313 -5.7473 -4.9251
C6 1.4823 0.4970 3.9781
Br10 1.9731 0.3757 5.8403
Br11 2.8405 1.4178 2.9811
Br12 1.0916 -1.2262 3.2381
H10 0.5778 1.0857 3.9248
C7 1.1020 7.7825 3.1556
Br13 2.2532 6.9877 4.4714
Br14 -0.6839 7.9997 3.8248
Br15 1.8181 9.4410 2.5062
H11 1.0502 7.1054 2.3179
C8 -2.0545 1.6188 1.1521
Br16 -2.1942 0.6926 2.8378
Br17 -0.5692 2.8483 1.2005
Br18 -1.8815 0.3562 -0.2710
H12 -2.9461 2.2061 1.0056
C9 -0.9713 1.7434 -3.8086
Br19 -1.4928 3.2761 -2.7599
Br20 -1.4741 1.9658 -5.6492
Br21 0.8878 1.3597 -3.6257
H13 -1.5058 0.8819 -3.4273
C10 -0.4580 -2.1316 6.4013
Br22 -0.4694 -2.2836 8.3179
Br23 -0.8599 -3.8053 5.5587
Br24 -1.6442 -0.7432 5.8041
H14 0.5393 -1.8471 6.1065

***

No. 8
This record from the OMol25 dataset describes a structure of composition C18H14N3NdO2S2. The level of theory is ωB97M-V/def2-TZVPD.

## Properties
Spin multiplicity: 4
HOMO-LUMO gap (alpha / beta): 7.83 / 7.87 eV
Energy above the lowest of the compared OMol25 structures with the same formula, charge and spin: 3.7 kcal per mole
⟨S²⟩: 3.754
Highest occupied orbital energy (alpha / beta): -0.2909 / -0.2918 hartree
Maximum force: 1.24 eV/Å

Positions of all 40 atoms, in Å:
Nd1 1.0174 0.2796 0.4398
O1 0.5086 1.6692 -1.2954
C1 0.9737 2.5828 -0.5425
O2 0.6073 2.5571 0.6766
C2 2.1528 3.3635 -0.9843
C3 2.0254 4.5933 -1.6166
C4 3.1625 5.2526 -2.0511
C5 4.4056 4.6580 -1.8574
C6 4.5140 3.4154 -1.2529
C7 3.3844 2.7294 -0.8101
S1 3.5630 1.0814 -0.0913
H1 1.0450 5.0301 -1.7616
H2 3.0894 6.2148 -2.5403
H3 5.3049 5.1592 -2.1921
H4 5.4885 2.9592 -1.1325
C8 -2.5873 1.9220 2.9776
N1 -1.4014 1.0874 3.0450
C9 -0.1757 1.5296 3.3306
N2 -0.0117 2.8306 3.5717
S2 1.1615 0.4610 3.3584
H5 -3.4431 1.2827 2.7835
H6 -2.5065 2.6410 2.1603
H7 -2.7537 2.4463 3.9202
H8 -1.4856 0.0855 2.9802
H9 -0.7358 3.4996 3.3704
H10 0.9380 3.1635 3.5704
N3 -3.7275 -8.5373 -2.6014
C10 -3.2445 -7.5711 -2.2087
C11 -2.6240 -6.3455 -1.7364
C12 -1.2357 -6.2565 -1.7110
C13 -0.6314 -5.0920 -1.2747
C14 -1.4009 -4.0059 -0.8537
C15 -2.7954 -4.1140 -0.8878
C16 -3.4074 -5.2736 -1.3232
C17 -0.7946 -2.7951 -0.3722
C18 -0.3156 -1.7743 0.1001
H11 -0.6392 -7.0992 -2.0326
H12 0.4469 -5.0120 -1.2494
H13 -3.3862 -3.2684 -0.5632
H14 -4.4860 -5.3501 -1.3425